C3H3CuO3 as an isolated structure, computed with ωB97M-V/def2-TZVPD.

Summary:
* expectation value of S²: 0.753
* gap between HOMO and LUMO (spin up / spin down): 0.218 / 0.365 Ha
* energy above the lowest of the compared OMol25 structures with the same formula, charge and spin: 170.8 kJ/mol
* E_HOMO (spin up / spin down): -11.9 / -15.9 eV

```
! RIJCOSX wB97M-V def2-TZVPD def2/J DEFGRID3
* xyz 1 2
O -0.630 1.026 0.261
Cu -3.011 -2.105 0.218
O -1.854 -0.683 1.013
C -0.804 -0.119 0.834
O 0.314 -1.016 0.501
C 0.779 1.036 -0.449
H 1.329 1.838 0.061
H 0.611 1.263 -1.510
C 1.276 -0.333 -0.170
H 1.990 -0.905 -0.758
*
```